15
Properties=species:S:1:pos:R:3:forces:R:3 method="wB97M-V/def2-TZVPD" relative_energy_ev=1.078 gap_ev=12.2 fmax_ev_per_a=1.16 homo_ev=-11.4
C 0.907 -1.102 1.618 0.0 0.1 0.0
C -0.423 -0.687 0.971 -0.1 0.1 0.0
C -0.323 0.070 -0.394 0.0 -0.2 -0.2
C -0.338 1.577 -0.922 0.0 -0.3 0.2
C -0.195 1.271 -2.356 0.2 -0.5 -0.9
N -0.071 0.750 -3.382 -0.1 0.9 0.7
H 1.431 -0.275 2.104 0.0 0.0 -0.1
H 0.743 -1.878 2.379 -0.1 0.3 -0.1
H 1.576 -1.547 0.869 -0.1 0.2 0.1
H -1.114 -0.272 1.713 0.2 0.2 -0.2
H -0.884 -1.634 0.656 -0.1 0.2 0.1
H 0.606 -0.305 -0.829 -0.1 -0.2 -0.1
H -1.136 -0.349 -0.989 0.1 -0.1 0.0
H 0.492 2.239 -0.638 -0.2 -0.4 0.2
H -1.272 2.143 -0.799 0.2 -0.4 0.3